Model P:
Here is 14 unconnected molecules or ions with the total composition C16H60N8O14 from the OMol25 dataset. Energies are from ωB97M-V/def2-TZVPD.

```
98
Properties=species:S:1:pos:R:3:lowdin_charge:R:1
H 19.24 2.34 13.22 0.078
H 16.81 -0.23 9.43 0.052
H 19.16 -0.77 11.11 0.093
O 12.04 0.78 10.12 -0.132
O 12.40 -0.75 14.85 -0.150
N 17.68 0.97 16.60 0.122
H 12.49 1.18 15.90 0.087
O 13.77 -3.37 13.41 -0.058
C 12.24 0.07 15.96 -0.190
H 16.70 0.18 10.94 0.054
H 13.21 3.83 17.48 0.096
H 17.19 3.64 11.24 0.077
N 11.58 1.42 13.15 0.189
H 12.83 -0.33 16.81 0.077
N 15.84 0.55 17.77 0.121
H 20.99 1.54 14.42 0.032
C 16.83 5.26 17.30 -0.105
H 17.75 1.23 9.90 0.082
H 13.94 -2.85 14.18 0.030
O 17.41 2.13 18.52 -0.082
H 18.59 1.50 16.42 0.155
H 11.39 1.15 10.71 -0.020
H 13.90 0.40 10.72 0.053
C 20.12 3.73 16.35 -0.166
H 11.79 -1.50 14.90 0.113
N 16.69 1.77 14.38 0.144
H 20.19 4.84 16.36 0.108
H 18.15 -1.71 9.99 0.096
H 17.50 0.10 15.99 0.174
H 16.84 4.40 17.96 0.044
H 13.79 2.07 17.17 0.063
O 19.04 3.30 15.65 -0.150
H 20.99 3.41 15.86 0.049
H 14.37 2.58 12.09 0.025
H 18.60 4.62 13.59 0.082
C 10.39 1.07 12.68 -0.575
H 14.89 4.55 12.85 0.053
O 18.82 0.30 13.49 -0.083
H 11.21 -0.01 16.19 0.087
H 15.97 4.29 15.85 0.007
N 14.92 0.76 14.97 0.196
H 20.17 -0.82 9.06 0.035
H 13.53 5.33 12.23 0.066
C 14.71 -3.20 16.72 -0.534
H 9.28 1.59 11.02 0.151
H 14.68 2.71 15.29 0.026
C 18.57 -0.75 10.19 -0.265
H 12.96 -1.04 10.16 0.092
H 12.73 -4.86 14.40 0.059
N 13.41 -3.60 16.85 0.170
C 13.57 -4.67 13.79 -0.217
H 17.57 5.98 17.54 0.075
H 19.54 1.35 11.83 0.105
H 14.48 -5.08 14.15 0.046
H 11.98 0.78 13.87 0.081
H 18.05 5.50 12.12 0.059
O 17.62 3.46 12.06 -0.135
C 19.60 1.34 12.93 -0.348
C 21.04 1.29 13.39 -0.074
C 13.88 4.39 12.52 -0.137
H 12.60 -0.29 11.78 0.066
O 16.73 4.86 15.90 -0.137
H 17.33 2.26 13.76 0.077
O 15.32 1.08 12.62 -0.091
H 14.86 3.27 17.73 0.039
H 15.34 -5.07 16.28 0.118
C 15.60 1.16 13.97 -0.553
C 17.43 0.22 10.14 -0.087
O 13.68 3.20 11.79 -0.136
H 15.25 0.87 15.93 0.067
H 16.60 -3.82 16.56 0.187
H 15.86 5.55 17.73 0.081
C 16.98 1.21 17.65 -0.652
N 15.58 -4.10 16.40 0.178
H 17.22 1.72 15.30 0.064
H 13.25 -4.59 16.83 0.098
H 16.91 5.00 13.34 0.068
C 14.01 3.17 17.11 -0.088
C 17.84 4.71 12.77 -0.104
H 18.39 4.00 15.68 0.027
H 18.00 0.80 13.76 0.033
H 13.30 4.12 13.41 0.064
H 13.45 -5.34 12.90 0.109
O 15.05 -1.86 16.93 -0.148
H 10.51 2.69 11.43 0.147
N 10.07 1.79 11.65 0.133
H 14.20 0.02 14.84 0.110
O 14.38 3.50 15.74 -0.137
H 12.15 2.12 12.81 0.053
H 12.61 -3.03 17.18 0.140
H 20.13 3.29 17.39 0.103
H 15.32 0.78 18.65 0.142
H 21.59 0.34 13.24 0.081
O 19.34 -0.41 8.97 -0.085
C 12.93 -0.08 10.75 -0.168
H 21.76 2.01 12.92 0.091
H 15.63 -0.46 17.38 0.072
O 9.65 -0.01 13.19 -0.143
```

Multiplicity: 1
HOMO: -8.7054 eV
E_LUMO: -0.01610 hartree

Model Q:
Here is 14 unconnected molecules or ions with the total composition C16H60N8O14 from the OMol25 dataset. Energies are from ωB97M-V/def2-TZVPD.

```
98
Properties=species:S:1:pos:R:3:lowdin_charge:R:1
H -0.58 4.76 -3.51 0.088
H 1.19 -1.91 -5.16 0.114
C 2.52 4.90 -0.30 -0.073
H 1.76 -1.17 -0.82 0.102
H -0.18 3.85 0.21 0.042
O -2.33 -1.76 3.15 -0.073
H 3.61 -5.84 1.71 0.127
N 1.09 -1.14 0.03 0.219
C 4.20 0.26 1.12 -0.164
H -2.38 5.62 -2.08 0.071
H -2.77 0.61 -0.58 0.075
C 0.74 1.27 3.22 -0.141
C -2.37 -2.80 2.13 -0.278
N -2.91 2.44 2.95 0.167
O -0.82 -0.19 1.06 -0.141
H 1.89 -5.97 0.20 0.128
H -0.69 3.32 -2.47 0.074
H 4.09 0.99 1.97 0.109
H 0.32 -1.82 -3.24 0.065
C 2.07 -4.57 1.62 -0.672
C -2.77 1.09 -1.62 -0.124
C -1.46 -4.99 -0.10 -0.055
H 4.29 4.18 0.91 0.124
C 2.57 0.14 -2.62 -0.668
H 2.68 2.16 -2.28 0.148
H 3.68 3.16 -0.27 0.047
H 3.61 -1.15 -1.38 0.155
O -1.67 -1.98 -1.57 -0.138
H 3.19 5.31 -1.14 0.105
H 0.15 2.94 4.04 0.094
H 1.35 1.05 -1.12 0.074
H -4.54 0.27 1.56 0.130
H -2.40 -4.47 0.05 0.046
H 0.58 0.15 3.22 0.106
H 0.72 1.58 2.15 0.044
O -1.55 2.56 0.62 -0.157
C 3.35 3.85 0.43 -0.310
H 1.70 1.57 3.74 0.097
H 3.44 1.11 -1.12 0.070
H -3.80 -3.30 0.55 0.052
H -4.44 -2.39 1.86 0.072
O 1.76 -2.36 -4.48 -0.121
H 0.83 -2.01 0.51 0.103
H -0.98 -5.33 0.87 0.099
H 2.11 5.80 0.22 0.094
N 0.58 0.91 -0.44 0.172
O -1.62 0.56 -2.25 -0.114
O -2.36 4.68 -2.32 -0.127
O 2.09 0.25 -3.88 -0.059
C 0.91 -2.68 -3.41 -0.191
N 2.86 -5.37 2.24 0.127
N 1.72 -5.00 0.45 0.150
H 1.73 4.39 -0.78 0.012
H 0.87 -4.50 0.04 0.068
H -1.60 -1.02 -1.57 0.025
N -3.64 0.69 1.81 0.195
H -0.07 1.63 -0.14 0.091
H -3.26 -1.45 -2.78 0.076
C -1.15 3.91 0.69 -0.139
O 1.52 -3.43 2.21 -0.136
H -3.73 0.76 -1.95 0.076
H -3.21 -3.03 -2.09 0.067
H -0.97 4.15 1.72 0.074
H -3.08 -1.77 3.69 0.046
O -5.17 2.22 2.58 -0.145
H -3.27 3.31 3.34 0.153
H -3.57 -1.53 0.69 0.066
H -2.14 2.49 1.40 0.024
H -1.42 -2.81 1.58 0.086
H -0.31 4.83 -1.72 0.038
N 2.90 -0.95 -2.09 0.167
H -2.37 -3.78 2.56 0.100
C -3.86 1.78 2.45 -0.660
H -2.03 2.11 3.31 0.099
H -2.78 0.26 1.53 0.052
H 4.62 -0.64 1.45 0.069
C 0.32 -0.18 0.17 -0.627
O -0.50 -4.00 -0.67 -0.196
H 5.58 1.55 0.49 0.144
H -0.98 -3.24 -1.00 -0.011
H 2.75 -1.75 -2.73 0.123
H -2.80 2.16 -1.48 0.067
H 0.26 -3.44 -3.66 0.050
H -0.81 0.84 -1.86 0.023
O 2.55 3.18 1.39 -0.084
O -0.19 2.02 4.01 -0.146
C -0.92 4.41 -2.51 -0.127
H 3.21 -0.02 0.77 0.060
O 4.85 0.97 0.13 -0.155
N 2.88 1.21 -1.96 0.157
H -1.70 4.74 0.25 0.082
H 1.30 -3.17 -2.48 0.096
H 2.22 2.39 0.95 0.034
C -2.61 -2.28 -2.56 -0.130
H 2.98 -5.06 3.26 0.162
C -3.55 -2.50 1.24 -0.089
H -2.37 -2.75 -3.56 0.104
H -1.52 -5.83 -0.78 0.072
```

Multiplicity: 1
HOMO: -8.2992 eV
E_LUMO: -0.00027 hartree

Stability summary: most stable model P, least stable model Q.

Model P:
Here is a gas-phase ion, C6H12IN2 (charge +1) from the OMol25 dataset. Energies are from ωB97M-V/def2-TZVPD.

```
21
Properties=species:S:1:pos:R:3:lowdin_charge:R:1
H 1.59 -1.55 0.09 0.041
H -0.54 -0.92 -1.56 0.102
C -0.08 1.84 0.68 -0.030
C -1.85 0.32 -0.55 -0.101
H 1.29 1.70 1.96 0.085
N -1.35 -2.19 -0.03 0.064
H 2.23 0.74 -0.81 0.153
C 1.37 1.70 0.88 -0.205
N 1.32 -0.70 0.57 -0.486
H -0.63 -2.18 0.66 0.000
H -2.18 0.83 -1.41 0.113
C 2.11 0.47 0.29 -0.310
H -2.08 -1.43 -1.89 0.128
H 3.09 0.31 0.66 0.094
H 1.99 2.48 0.72 0.088
H -0.56 2.68 1.21 0.171
I 1.24 -1.17 2.59 0.933
H -2.22 -2.52 0.36 0.104
C -0.82 0.90 0.14 0.103
H -2.72 0.03 0.05 0.150
C -1.43 -1.25 -1.04 -0.196
```

Multiplicity: 1
HOMO: -12.8903 eV
E_LUMO: -0.19658 hartree
Total charge: +1

Model Q:
Here is a gas-phase ion, C6H12IN2 (charge +1) from the OMol25 dataset. Energies are from ωB97M-V/def2-TZVPD.

```
21
Properties=species:S:1:pos:R:3:lowdin_charge:R:1
N -0.03 -0.39 -0.53 0.024
H 3.26 1.19 0.37 0.133
C -1.75 -2.00 -0.59 -0.325
C -1.96 -2.86 0.67 -0.042
H 0.45 -1.28 -0.76 0.172
H 2.24 1.85 1.86 0.112
H -0.01 3.23 -1.10 0.120
H -2.65 -1.93 -1.20 0.094
C -1.32 -0.66 -0.35 -0.773
H -2.64 -2.31 1.28 0.071
H 2.84 3.01 0.70 0.130
H 1.35 3.79 -0.15 0.035
H 1.91 -0.08 0.04 0.094
C 1.03 0.45 -0.20 -0.102
H -1.09 -2.46 -1.41 0.151
H -2.46 -3.89 0.41 0.133
C 0.89 2.98 -0.47 0.101
I -2.70 0.84 -0.31 1.044
H -1.09 -3.22 1.00 0.023
C 2.47 1.90 0.80 -0.025
N 1.27 1.83 -0.06 -0.171
```

Multiplicity: 1
HOMO (alpha / beta): -11.3847 / -11.3823 eV
E_LUMO (alpha / beta): -0.16446 / -0.16451 hartree
Total charge: +1

Stability summary: most stable model P, least stable model Q.

Model P:
Here is 2 unconnected molecules or ions with the total composition C6H17PSi from the OMol25 dataset. Energies are from ωB97M-V/def2-TZVPD.

```
25
Properties=species:S:1:pos:R:3:lowdin_charge:R:1
H -0.11 2.61 -1.40 0.008
H -2.45 1.11 -3.11 -0.190
H -0.29 -2.04 -2.77 0.007
H -0.55 -1.76 3.07 0.085
H 1.85 -1.52 0.93 0.068
C -0.67 -1.46 2.02 -0.113
H 0.47 1.81 1.79 0.073
H 0.49 1.97 -2.92 0.015
H 0.17 1.03 3.34 0.084
H 1.43 1.76 -1.45 0.006
H -0.46 -2.32 1.40 0.072
H 2.23 0.20 1.11 0.071
Si -0.49 0.12 -1.50 0.451
H -2.95 1.22 -1.20 -0.198
H 1.14 -1.77 -1.78 0.000
H 2.14 -0.84 2.53 0.087
P -2.67 0.20 -2.09 0.526
C 0.42 1.77 -1.85 -0.286
H 0.95 -0.91 -3.30 0.016
C 0.41 -1.29 -2.43 -0.283
C 0.24 -0.32 1.69 -0.430
C 1.69 -0.64 1.55 -0.106
C -0.10 1.01 2.28 -0.106
H -1.71 -1.17 1.89 0.071
H -1.16 1.22 2.21 0.072
```

Multiplicity: 1
HOMO (alpha / beta): -7.2893 / -6.9521 eV
E_LUMO (alpha / beta): -0.00416 / 0.02450 hartree

Model Q:
Here is 2 unconnected molecules or ions with the total composition C6H17PSi from the OMol25 dataset. Energies are from ωB97M-V/def2-TZVPD.

```
25
Properties=species:S:1:pos:R:3:lowdin_charge:R:1
C 3.01 -0.31 -1.00 -0.252
H -0.33 1.81 -0.19 -0.037
H -2.62 -2.02 -0.15 0.030
H -3.64 -0.47 -1.72 0.085
H -2.06 0.49 -1.15 0.078
Si 1.66 0.13 0.27 0.269
H 1.20 2.59 -0.42 0.019
P 0.25 -1.45 0.87 0.623
H -2.89 -0.69 2.03 0.066
C 0.65 1.65 -0.49 -0.219
H -2.06 -1.03 -2.11 0.033
C 2.86 0.75 1.76 -0.204
H 2.72 -0.51 -2.03 0.019
H 3.70 0.56 -0.93 0.032
H 3.81 0.60 1.24 -0.003
C -3.33 -0.34 1.11 -0.129
H 3.72 -1.09 -0.67 0.030
H -4.42 -0.67 1.18 0.108
H 2.71 1.75 2.16 0.016
C -2.68 -1.03 0.00 -0.251
H 0.65 1.36 -1.55 0.015
H 2.74 -0.14 2.39 -0.007
C -2.58 -0.47 -1.43 -0.098
H -3.32 0.70 1.07 0.050
H 0.27 -2.17 -0.23 -0.272
```

Multiplicity: 1
HOMO (alpha / beta): -7.5496 / -8.1222 eV
E_LUMO (alpha / beta): -0.03693 / 0.02059 hartree

Stability summary: most stable model P, least stable model Q.